Record 1
The following is a quantum chemistry calculation of a molecular structure, CHF3N3, from the OMol25 dataset.

Values from the calculation:
- Gap between HOMO and LUMO (alpha / beta): 9.913 / 9.914 eV
- E_LUMO (alpha / beta): -6.88 / -6.88 eV
- Energy relative to the best compared isomer or geometry (same formula, charge and spin): 71.0 kcal/mol
- E_tot: -13658.4160 eV
- Maximum force: 6.8 eV/Å

Geometry as ORCA input:
```
! wB97M-V def2-TZVPD RIJCOSX def2/J DEFGRID3
* xyz 1 1
C -1.1666 -0.8365 1.3188
N -0.1244 -0.5238 0.9396
N 0.6173 0.4063 0.5187
N 0.7919 0.6004 -0.7195
F -2.0809 -1.4794 1.8648
F 0.9444 -0.5533 -1.5184
F -0.4521 1.1354 -1.5910
H 1.4702 1.2507 -0.8131
*
```

Results of the natural (NBO) charge analysis, in e, for atoms 1 through 2:
1 C 0.967
2 N -0.123



Record 2
The following is a quantum chemistry calculation of a molecular structure, C18H39F10N3O3SSi2, from the OMol25 dataset.

Values from the calculation:
- Gap between HOMO and LUMO: 6.302 eV
- E_LUMO: -1.57 eV
- E_tot: -83671.0996 eV
- Maximum force: 9.1 eV/Å

Geometry as ORCA input:
```
! wB97M-V def2-TZVPD RIJCOSX def2/J DEFGRID3
* xyz 0 1
N 0.6153 2.0395 3.7926
C 0.5911 0.5969 4.2613
C 1.9865 -0.0971 3.7564
Si 1.7769 -1.3815 2.3205
O 0.1179 -1.8509 1.9928
Si -0.7062 -0.7375 0.9164
F -0.2521 0.9610 1.0944
S 2.9020 -0.8101 0.5216
O 2.5195 0.5788 -0.0298
O 2.4434 -1.8520 -0.5725
C 4.7317 -1.1056 0.7831
F 4.8070 -2.0757 1.9436
F 5.3210 -1.8964 -0.3624
C 5.6125 0.1789 1.2413
F 5.1227 0.7679 2.5350
F 6.9991 -0.3314 1.5481
C 5.7850 1.4047 0.1938
F 7.0855 2.0841 0.5648
F 4.7596 2.5057 0.3422
C 5.9414 1.0128 -1.3853
F 4.7329 0.4529 -2.0291
F 7.1511 0.1191 -1.5297
F 6.3314 2.2851 -2.1007
H -0.3310 2.3843 3.5082
H 0.9962 2.6467 4.5776
H -0.3858 0.0091 3.9994
H 0.6445 0.6415 5.4526
H 2.4448 -0.6571 4.7029
H 2.7237 0.7531 3.4295
H 2.4564 -2.6140 2.7986
H -0.6473 -1.1720 -0.5030
H -2.1486 -0.8141 1.2637
C 2.3900 -0.2666 -3.6620
C 2.4212 -0.4692 -5.1739
N 1.1703 -0.1033 -5.8437
C 1.0936 -0.5752 -7.2301
C 2.0959 -0.0024 -8.2264
C 0.6882 1.2611 -5.6203
C 1.6200 2.4099 -5.9941
H 1.5423 -0.7907 -3.2097
H 3.3074 -0.6656 -3.2147
H 2.3312 0.7923 -3.3925
H 2.6154 -1.5351 -5.3461
H 3.2771 0.0750 -5.5891
H 0.0798 -0.4089 -7.6155
H 1.2117 -1.6662 -7.2228
H 1.8511 1.0253 -8.5011
H 2.0721 -0.5919 -9.1502
H 3.1222 -0.0324 -7.8507
H 0.4338 1.3649 -4.5594
H -0.2686 1.4017 -6.1385
H 2.6428 2.2552 -5.6420
H 1.2573 3.3378 -5.5366
H 1.6427 2.5782 -7.0726
C -3.7316 -1.5367 4.5119
C -5.1501 -1.0572 4.8048
N -5.5746 0.0716 3.9726
C -6.8004 0.7185 4.4517
C -8.0833 -0.1057 4.4408
C -5.4961 -0.1233 2.5235
C -6.2702 -1.2940 1.9250
H -3.0132 -0.7140 4.5819
H -3.4390 -2.2994 5.2424
H -3.6499 -1.9894 3.5191
H -5.1681 -0.7469 5.8569
H -5.8385 -1.9057 4.7180
H -6.9703 1.6420 3.8838
H -6.6247 1.0550 5.4814
H -8.4751 -0.2310 3.4297
H -8.8570 0.4129 5.0187
H -7.9499 -1.0924 4.8925
H -4.4414 -0.2418 2.2506
H -5.8015 0.7981 2.0121
H -6.1362 -2.2205 2.4886
H -5.9163 -1.4821 0.9045
H -7.3382 -1.0789 1.8535
*
```

Results of the Mulliken charge analysis, in e, for atoms 1 through 2:
1 N -0.578
2 C -0.004